# 1
ORCA calculation (the ωB97M-V functional and the def2-TZVPD basis) on a structure of composition C24H66N6O6.

```
102
Properties=species:S:1:pos:R:3
C 0.992 0.666 -0.439
C 0.083 -0.500 -1.040
C -0.655 -1.385 0.033
O 0.273 -2.000 0.971
C 0.969 -3.104 0.373
N -0.854 0.316 -1.815
H 1.681 0.181 0.253
H 0.371 1.371 0.114
H 1.413 1.273 -1.240
H 0.626 -1.073 -1.792
H -1.244 -2.176 -0.431
H -1.268 -0.783 0.703
H 0.181 -3.748 -0.018
H 1.481 -3.607 1.194
H 1.732 -2.812 -0.348
H -1.415 0.752 -1.097
H -1.398 -0.314 -2.388
C -1.547 2.271 0.092
C -1.617 1.951 1.534
C -2.354 0.629 1.869
O -3.776 0.581 1.453
C -4.651 1.401 2.218
N -0.259 1.730 1.974
H -2.570 2.208 -0.279
H -0.963 1.517 -0.435
H -1.109 3.240 -0.148
H -2.036 2.825 2.033
H -2.301 0.429 2.940
H -1.846 -0.201 1.377
H -5.677 1.267 1.875
H -4.422 2.445 2.003
H -4.588 1.113 3.267
H -0.157 1.514 2.955
H 0.368 2.494 1.762
C -0.531 -0.136 -6.000
C -0.772 -0.281 -4.459
C -0.907 -1.685 -3.963
O -1.339 -1.879 -2.639
C -1.271 -3.272 -2.286
N 0.213 0.502 -3.759
H -1.176 -0.775 -6.604
H 0.497 -0.305 -6.323
H -0.767 0.884 -6.300
H -1.761 0.166 -4.356
H 0.084 -2.103 -4.142
H -1.612 -2.283 -4.540
H -1.631 -3.601 -1.311
H -0.269 -3.700 -2.317
H -1.951 -3.872 -2.891
H 1.142 0.156 -3.953
H 0.171 0.305 -2.770
C -1.014 -1.738 2.727
C 0.132 -0.700 2.723
C 0.085 0.263 3.933
O -1.011 1.196 3.948
C -1.024 2.063 5.018
N 1.325 -1.495 2.769
H -0.892 -2.582 2.048
H -1.892 -1.125 2.526
H -1.165 -2.214 3.696
H 0.161 -0.089 1.820
H 1.078 0.711 3.935
H -0.019 -0.335 4.838
H -1.702 2.914 5.069
H -0.068 2.586 5.053
H -1.051 1.515 5.960
H 1.400 -2.012 1.904
H 2.149 -0.912 2.785
C 3.233 -4.219 2.296
C 3.812 -2.883 2.775
C 3.385 -1.739 1.789
O 3.712 -0.304 2.039
C 3.026 0.552 1.172
N 3.301 -2.670 4.122
H 3.328 -4.373 1.221
H 2.167 -4.231 2.521
H 3.645 -5.038 2.885
H 4.893 -2.977 2.880
H 2.302 -1.783 1.674
H 3.630 -2.072 0.781
H 2.001 0.703 1.509
H 2.933 0.167 0.157
H 3.503 1.526 1.056
H 2.305 -2.618 3.967
H 3.605 -1.775 4.479
C -2.101 2.302 -2.530
C -1.056 2.728 -3.610
C 0.364 2.725 -3.077
O 0.534 3.740 -2.061
C 1.813 3.918 -1.539
N -1.123 1.923 -4.765
H -2.120 2.933 -1.641
H -1.861 1.279 -2.242
H -3.117 2.218 -2.916
H -1.269 3.734 -3.972
H 1.173 2.798 -3.804
H 0.604 1.763 -2.624
H 2.527 4.061 -2.351
H 2.126 3.033 -0.985
H 1.921 4.747 -0.840
H -0.810 0.987 -4.550
H -0.461 2.204 -5.474
```

Summary:
Total charge   0
Largest force on an atom   8.297 eV/A
Spin multiplicity   1
HOMO energy   -7.26 eV

Here are the Löwdin charges for atoms 1 to 5, given in e: C -0.0469; C -0.2158; C -0.0588; O -0.4016; C -0.0339

***

# 2
ORCA calculation (the ωB97M-V functional and the def2-TZVPD basis) on a cluster of 7 separate species, C24H67N6O7 in total.

```
104
Properties=species:S:1:pos:R:3
O 0.000 0.156 0.128
H 0.218 1.014 0.079
C 2.989 2.470 3.815
C 1.969 2.106 2.715
C 1.746 3.048 1.533
O 1.572 4.441 1.915
C 1.108 5.456 0.938
N 2.317 0.713 2.232
H 3.899 2.077 3.525
H 2.652 2.117 4.796
H 2.915 3.618 3.898
H 0.961 1.968 3.241
H 0.914 2.874 0.877
H 2.586 3.115 0.809
H 1.877 5.632 0.015
H 1.127 6.406 1.499
H 0.199 5.100 0.496
H 3.082 0.585 1.811
H 1.440 0.380 1.699
C 0.013 -1.526 3.745
C -0.991 -1.733 2.701
C -2.246 -2.581 3.123
O -1.789 -3.861 3.580
C -2.859 -4.601 4.217
N -1.460 -0.369 2.097
H 0.894 -0.955 3.243
H 0.582 -2.431 4.138
H -0.472 -1.138 4.602
H -0.475 -2.289 1.853
H -3.164 -2.672 2.547
H -2.598 -2.076 4.018
H -2.517 -5.451 4.366
H -3.801 -4.572 3.696
H -3.063 -4.051 5.202
H -2.197 -0.461 1.385
H -0.774 -0.128 1.368
C -2.424 4.491 -0.958
C -2.080 3.203 -0.255
C -3.393 2.424 -0.034
O -4.111 3.068 0.880
C -5.222 2.392 1.408
N -1.157 2.412 -1.097
H -3.002 4.299 -1.914
H -1.603 5.233 -1.255
H -3.087 5.164 -0.391
H -1.384 3.487 0.758
H -3.242 1.421 0.198
H -4.100 2.359 -0.935
H -4.906 1.322 1.529
H -6.132 2.273 0.638
H -5.318 2.969 2.355
H -1.008 1.576 -0.625
H -0.259 2.911 -1.095
C 3.190 1.361 -2.731
C 1.713 1.390 -3.017
C 1.493 1.644 -4.528
O 2.077 2.837 -4.819
C 2.516 2.797 -6.226
N 1.079 0.091 -2.718
H 3.564 2.469 -2.819
H 3.781 0.790 -3.401
H 3.342 1.005 -1.810
H 0.998 2.128 -2.406
H 0.555 1.994 -4.795
H 1.816 0.801 -5.329
H 2.952 3.745 -6.545
H 1.872 2.372 -6.829
H 3.500 2.209 -6.370
H 0.049 0.099 -2.942
H 1.126 0.162 -1.683
C -4.148 -1.816 -0.584
C -2.750 -2.426 -0.721
C -2.885 -3.786 -1.424
O -3.745 -4.726 -0.815
C -3.037 -5.595 0.111
N -1.784 -1.522 -1.479
H -3.899 -1.068 0.279
H -4.967 -2.555 -0.384
H -4.369 -1.105 -1.446
H -2.351 -2.933 0.146
H -1.849 -4.125 -1.706
H -3.220 -3.445 -2.368
H -2.656 -4.860 0.918
H -2.129 -6.113 -0.406
H -3.658 -6.369 0.464
H -1.546 -1.012 -0.558
H -1.034 -2.207 -1.448
C 2.978 -2.713 1.302
C 2.659 -2.020 -0.053
C 3.564 -2.406 -1.159
O 4.894 -1.982 -0.841
C 5.702 -1.727 -2.006
N 1.232 -2.108 -0.363
H 4.073 -2.266 1.497
H 3.233 -3.572 1.084
H 2.309 -2.487 1.942
H 2.595 -0.966 0.131
H 3.343 -1.791 -2.190
H 3.635 -3.519 -1.646
H 6.329 -2.655 -2.524
H 6.390 -1.063 -1.609
H 5.266 -1.120 -2.855
H 1.096 -1.920 -1.417
H 0.839 -1.285 -0.010
```

Summary:
Total charge   -1
Largest force on an atom   11.455 eV/A
Spin multiplicity   1
HOMO energy   -5.24 eV

Here are the Löwdin charges for atoms 1 to 5, given in e: O -0.3510; H -0.1233; C -0.0552; C -0.3659; C -0.1768

***

# 3
ORCA calculation (the ωB97M-V functional and the def2-TZVPD basis) on a cluster of 10 separate species, C24H68N2O10 in total.

```
104
Properties=species:S:1:pos:R:3
N 0.114 -1.914 -3.495
C -1.091 -2.197 -3.742
N -1.586 -2.819 -2.773
O -1.821 -1.884 -4.878
H 0.583 -1.323 -4.170
H 0.516 -2.009 -2.558
H -2.601 -3.123 -2.752
H -1.234 -2.671 -1.816
C 3.337 2.656 -1.555
C 2.498 2.510 -0.352
C 3.202 2.841 0.962
O 1.548 3.374 -0.331
H 3.988 3.538 -1.401
H 2.731 2.718 -2.467
H 4.060 1.859 -1.594
H 1.995 1.593 -0.483
H 2.717 2.691 1.924
H 3.750 3.741 0.988
H 3.937 2.058 1.292
H 0.964 3.189 -1.078
C 3.077 -1.012 -1.733
C 3.442 -1.067 -0.243
C 3.673 -2.422 0.238
O 4.454 -0.483 0.197
H 3.952 -1.186 -2.331
H 2.767 -0.042 -2.063
H 2.352 -1.692 -2.034
H 2.590 -0.753 0.337
H 4.638 -2.777 -0.246
H 2.831 -3.030 -0.001
H 3.851 -2.469 1.362
H 4.395 -0.640 1.178
C 2.527 -5.228 1.826
C 1.366 -4.258 2.046
C 0.667 -4.804 3.288
O 1.700 -3.077 2.308
H 3.490 -4.954 1.370
H 2.226 -5.992 1.123
H 2.861 -5.796 2.713
H 0.765 -4.332 1.100
H 1.276 -5.011 4.200
H 0.251 -5.713 2.857
H -0.221 -4.271 3.728
H 0.878 -2.617 2.549
C 1.329 0.581 2.618
C 0.115 1.407 3.028
C -1.269 0.822 2.680
O 0.028 1.636 4.243
H 1.357 0.462 1.545
H 1.094 -0.425 2.701
H 2.213 0.901 3.104
H 0.286 2.451 2.835
H -1.528 -0.180 2.971
H -1.618 1.026 1.618
H -1.984 1.465 3.249
H -0.306 0.907 4.704
C -3.200 0.918 -2.466
C -2.736 0.869 -3.895
C -3.175 2.119 -4.620
O -1.531 0.753 -3.914
H -3.111 -0.059 -2.003
H -4.237 1.237 -2.445
H -2.619 1.604 -1.834
H -3.188 0.046 -4.383
H -2.943 3.079 -4.048
H -4.261 2.038 -4.722
H -2.692 2.166 -5.648
H -1.269 -0.145 -4.125
C -3.039 -3.415 2.815
C -2.085 -3.102 1.614
C -2.816 -2.473 0.388
O -1.124 -2.338 1.921
H -3.693 -2.524 2.979
H -2.481 -3.713 3.702
H -3.577 -4.331 2.611
H -1.710 -4.075 1.358
H -2.416 -2.653 -0.669
H -2.635 -1.376 0.528
H -3.878 -2.723 0.380
H -1.371 -1.990 2.707
C -1.773 3.666 0.269
C -1.674 4.167 1.705
C -0.317 4.859 2.015
O -2.617 4.885 2.118
H -1.075 2.856 0.139
H -1.393 4.479 -0.370
H -2.765 3.300 0.016
H -1.787 3.344 2.381
H 0.543 4.263 1.790
H -0.372 5.162 3.099
H -0.144 5.784 1.445
H -3.043 4.364 2.796
C -0.475 3.689 -3.152
O 0.025 2.514 -2.493
H -1.365 3.942 -2.650
H -0.877 3.319 -4.085
H 0.180 4.486 -3.243
H -0.485 1.792 -2.823
C -0.369 -0.242 -0.867
O 0.152 -1.416 -0.464
H -1.258 -0.528 -1.465
H 0.291 0.244 -1.573
H -0.540 0.466 -0.076
H -0.184 -1.525 0.435
```

Summary:
Total charge   0
SMILES   NC(N)=O.CC(C)O.CC(C)O.CC(C)O.CC(C)O.CC(C)O.CC(C)O.CC(C)O.CO.CO
Largest force on an atom   13.297 eV/A
Spin multiplicity   1
HOMO energy   -9.15 eV

Here are the Löwdin charges for atoms 1 to 5, given in e: N 0.2014; C -0.6848; N 0.1640; O -0.0975; H 0.1489

***

# 4
ORCA calculation (the ωB97M-V functional and the def2-TZVPD basis) on a cluster of 10 separate species, C24H69NO11 in total.

```
105
Properties=species:S:1:pos:R:3
C 5.788 3.785 6.348
O 6.007 2.464 5.739
C 6.231 2.372 4.349
C 6.261 0.924 3.756
N 5.076 0.210 3.956
C 5.172 -1.227 3.791
C 5.746 -1.975 5.050
O 6.058 -3.326 4.865
C 4.915 -4.243 4.583
H 4.902 4.310 5.990
H 6.665 4.399 6.147
H 5.726 3.718 7.434
H 7.270 2.702 4.317
H 5.517 3.042 3.870
H 7.168 0.388 4.034
H 6.416 1.099 2.692
H 4.801 0.386 4.912
H 5.641 -1.454 2.834
H 4.157 -1.590 3.626
H 5.042 -2.034 5.880
H 6.664 -1.468 5.347
H 3.979 -3.836 4.199
H 4.718 -4.784 5.509
H 5.232 -4.960 3.826
C -0.257 -0.672 -9.562
C -0.323 -0.862 -8.111
O 0.589 -1.914 -7.762
H -0.948 0.073 -9.954
H -0.472 -1.592 -10.106
H 0.770 -0.354 -9.742
H -1.330 -1.002 -7.720
H 0.013 0.010 -7.551
H 0.393 -2.600 -8.404
C -3.264 6.150 1.341
C -1.884 6.896 1.076
O -0.928 6.605 2.055
H -3.709 6.435 2.295
H -3.315 5.063 1.398
H -3.967 6.430 0.556
H -2.042 7.974 1.118
H -1.409 6.675 0.120
H -0.731 5.670 1.961
C 0.095 3.355 7.226
C -0.180 1.907 7.510
O 0.897 1.163 7.162
H 0.306 3.939 8.121
H -0.742 3.940 6.844
H 0.917 3.516 6.528
H -0.966 1.380 6.968
H -0.295 1.700 8.574
H 0.991 0.542 7.889
C -7.794 3.952 -3.427
C -8.838 4.755 -4.200
O -8.546 6.076 -4.102
H -7.758 3.017 -3.986
H -7.976 3.998 -2.354
H -6.771 4.285 -3.597
H -9.802 4.721 -3.693
H -8.960 4.454 -5.240
H -8.670 6.351 -3.191
C 6.951 0.453 -6.142
C 5.572 0.375 -5.450
O 5.258 -0.907 -4.939
H 7.719 -0.002 -5.517
H 7.220 1.462 -6.457
H 6.923 -0.166 -7.038
H 4.852 0.771 -6.166
H 5.567 0.996 -4.554
H 4.554 -1.369 -5.400
C -6.404 -3.945 -4.971
C -5.650 -4.943 -4.025
O -6.580 -5.784 -3.414
H -5.791 -3.181 -5.449
H -7.170 -3.479 -4.350
H -7.006 -4.488 -5.700
H -5.364 -4.345 -3.160
H -4.828 -5.336 -4.623
H -6.108 -6.478 -2.950
C -5.300 -2.882 3.437
C -4.556 -1.890 4.289
O -4.354 -0.730 3.464
H -4.705 -3.193 2.579
H -6.257 -2.540 3.043
H -5.436 -3.821 3.975
H -3.579 -2.320 4.510
H -5.136 -1.637 5.176
H -3.517 -0.702 2.995
C 1.002 -6.077 -2.369
C 1.521 -7.428 -1.794
O 1.256 -7.531 -0.422
H 1.004 -6.018 -3.458
H 1.646 -5.246 -2.080
H -0.042 -5.841 -2.160
H 2.593 -7.561 -1.943
H 1.045 -8.247 -2.334
H 0.314 -7.433 -0.265
C -1.467 1.015 -1.173
C -0.085 1.285 -0.537
O -0.133 1.850 0.782
H -2.095 0.304 -0.637
H -1.291 0.477 -2.104
H -2.050 1.917 -1.360
H 0.577 1.778 -1.250
H 0.471 0.351 -0.456
H 0.614 1.544 1.303
```

Summary:
Total charge   0
SMILES   COCCNCCOC.CCO.CCO.CCO.CCO.CCO.CCO.CCO.CCO.CCO
Largest force on an atom   3.931 eV/A
Spin multiplicity   1
HOMO energy   -8.51 eV

Here are the Löwdin charges for atoms 1 to 5, given in e: C -0.0687; O -0.2239; C -0.2044; C -0.2428; N -0.0795